[1]
C11H42N12O10 | the ωB97M-V functional and the def2-TZVPD basis

CARTESIAN COORDINATES (ANGSTROEM)
O: -3.80090 4.70483 -1.75809
O: -7.11681 7.56985 -1.62062
O: -2.59677 4.69538 1.17795
O: -1.03689 7.86794 0.12043
O: -3.81355 7.95803 -3.57428
O: -3.79102 10.24833 -0.90418
O: -9.97299 9.26370 0.07845
O: -8.99331 6.07052 -4.14348
O: -6.23033 8.86917 2.50896
O: -11.64838 5.83443 -0.07936
N: -4.54062 7.31381 -5.74665
N: -5.14806 10.90958 1.69882
N: -5.26858 10.29929 -2.71926
N: -4.79502 5.52848 1.72549
N: -6.69602 5.28189 -4.36212
N: -6.03139 10.77887 -0.75051
N: -4.02939 9.10402 1.85400
N: -3.26451 6.29354 2.85248
N: -9.56279 6.79553 -0.57584
N: -4.05221 5.66174 -4.38713
N: -10.95499 6.32909 -2.21568
N: -7.07061 7.43848 -4.70559
C: -6.06142 7.28966 -0.75054
C: -5.19041 9.62266 1.97350
C: -8.67075 9.41477 0.65838
C: -4.78675 2.68272 -2.24681
C: -10.71384 6.35461 -0.93837
C: -2.12927 7.63001 -0.75103
C: -3.53088 5.54777 1.88045
C: -7.57302 6.27365 -4.40046
C: -4.13473 6.98157 -4.56912
C: -5.00660 10.43947 -1.46713
C: -4.90801 3.86080 -1.39395
H: -4.40747 11.45479 1.34563
H: -8.76603 7.03284 -1.21644
H: -3.95106 6.38131 3.54764
H: -2.28939 8.57423 -1.27410
H: -10.02419 8.33520 -0.17856
H: -8.64702 10.46514 0.66984
H: -1.82369 6.74747 -1.37870
H: -5.51689 6.09675 2.21180
H: -2.98763 7.43450 -0.16751
H: -6.17700 7.50892 -5.01443
H: -3.97310 8.15168 2.06149
H: -11.84766 5.91694 -2.55108
H: -3.28611 9.60713 1.28784
H: -8.47960 9.01023 1.66228
H: -4.54653 9.81874 -3.24083
H: -5.83951 4.43433 -1.64594
H: -4.91200 3.56068 -0.31279
H: -3.82310 4.98200 -5.10263
H: -5.21856 4.84757 1.10828
H: -4.44006 8.30475 -5.97961
H: -2.32098 6.25201 3.07268
H: -5.07178 1.75282 -1.77838
H: -6.75875 7.45077 -2.48505
H: -3.96229 5.42241 -3.39698
H: -5.14714 2.75121 -3.20095
H: -4.84873 6.68887 -6.57739
H: -6.00291 11.44629 2.07125
H: -7.77525 8.23357 -4.63347
H: -0.63768 7.08904 0.38503
H: -9.27828 6.71048 0.39521
H: -6.27807 10.29608 -3.05867
H: -5.92791 7.92873 0.18571
H: -5.14284 7.26883 -1.24145
H: -5.66154 5.36622 -4.37729
H: -6.28046 6.26479 -0.43742
H: -7.00520 10.63705 -1.05327
H: -5.85844 10.91759 0.27267
H: -7.10125 4.32902 -4.45366
H: -7.88675 9.09781 -0.03039
H: -10.08393 6.41751 -2.85280
H: -2.96230 4.36504 -1.36912
H: -3.72861 2.55316 -2.58329

Forces on atoms 1 to 2 (eV/Å):
0.202 0.498 0.774
-0.613 1.404 -0.032

As for the SMILES: NC(N)=O.NC(N)=O.NC(N)=O.NC(N)=O.NC(N)=O.NC(N)=O.CCO.CO.CO.CO. Its LUMO energy is -0.63 eV. The energy above the lowest of the compared OMol25 structures with the same formula, charge and spin is 72.9 kcal per mole. The value obtained for the calculated total energy is -1853.63473 Eh. The orbital gap is 0.27184 Ha.

Results of the Löwdin charge analysis, in e, for atoms 1 through 2: O -0.139; O -0.135

[2]
C11H42N4O10 | the ωB97M-V functional and the def2-TZVPD basis

CARTESIAN COORDINATES (ANGSTROEM)
O: -0.51963 1.81082 -2.61960
O: 0.01137 0.07982 3.62440
O: -2.10663 -0.76718 -2.39160
O: 2.58437 -0.78118 -3.03460
O: -3.46863 -1.72618 0.32440
O: 1.51637 1.44482 -0.42260
O: -1.86863 -4.54918 0.49540
O: 0.60137 4.47482 1.20140
O: 1.30637 -1.21318 1.62740
O: -1.03963 0.37682 -0.27160
N: -0.44763 -2.76318 -0.35060
N: 3.24437 2.34682 -1.70560
N: -0.30663 -3.31318 1.70940
N: 3.35337 2.54982 0.54940
C: -1.25263 -0.58118 3.54940
C: 0.81537 3.69882 2.33740
C: -1.89963 1.30182 0.39940
C: -0.90563 -3.56118 0.57840
C: 2.73037 2.10582 -0.53560
C: -4.17663 -2.62618 -0.47460
C: 1.36337 -1.19418 -2.70960
C: -3.34263 -0.19018 -2.78860
C: -0.31063 3.18982 -2.26760
C: 2.66537 -1.32718 1.53440
C: 2.97637 -2.57018 0.62740
H: 3.26837 -1.43018 2.46240
H: -3.25663 0.48182 -3.64860
H: -5.00063 -2.74318 0.14940
H: 1.45937 4.71582 0.81840
H: 0.67937 3.67682 -2.26960
H: -2.61363 1.80282 -0.32060
H: 0.21737 -2.06218 -0.21760
H: -4.07163 -0.84118 -3.14860
H: 1.16337 -0.83518 -1.71660
H: 0.50337 2.69582 1.99640
H: -1.26563 -0.86918 2.52340
H: 2.74037 0.18682 -2.91060
H: 4.05937 -2.84118 0.62240
H: 4.29837 2.92982 0.60140
H: -3.68263 0.37082 -1.93760
H: 0.17137 0.31082 4.56440
H: -0.95263 -2.76918 -1.23960
H: -3.67963 -3.55418 -0.65860
H: -2.64963 -1.53218 -0.10560
H: 0.40937 -2.60718 1.80140
H: -2.14663 0.03382 3.73240
H: -0.97563 3.82582 -2.87060
H: -0.67463 -3.85918 2.53640
H: 2.86937 -0.35818 1.01940
H: 4.23737 2.36882 -1.88660
H: -4.48563 -2.16618 -1.43760
H: -1.39063 -1.51818 4.08640
H: 2.60337 -2.33118 -0.36060
H: 1.12737 -0.40518 2.21540
H: 1.29237 -2.33318 -2.71760
H: -1.24163 2.05882 0.76540
H: 2.38637 -3.39718 1.00640
H: 0.02837 1.32882 -1.99360
H: 2.63137 2.33982 -2.54660
H: -0.09863 0.56282 -0.02960
H: 0.15437 3.97482 3.17140
H: -0.68563 3.14182 -1.21460
H: 2.80837 2.12982 1.36240
H: -2.48663 0.87082 1.22640
H: 1.87637 3.58382 2.63540
H: -1.79163 -0.33718 -1.64860
H: 0.64137 -0.81718 -3.40360

Forces on atoms 1 to 2 (eV/Å):
1.212 1.019 -1.298
-0.154 0.407 2.034

As for the SMILES: NC(N)=O.NC(N)=O.CCO.CO.CO.CO.CO.CO.CO.CO. Its LUMO energy is -0.40 eV. The energy above the lowest of the compared OMol25 structures with the same formula, charge and spin is 109.3 kcal per mole. The value obtained for the calculated total energy is -1415.55249 Eh. The orbital gap is 0.29035 Ha.

Results of the natural (NBO) charge analysis, in e, for atoms 1 through 2: O -0.735; O -0.751

[3]
C11H43N15O10 | the ωB97M-V functional and the def2-TZVPD basis

CARTESIAN COORDINATES (ANGSTROEM)
O: -3.06842 9.09353 9.71273
O: 2.37345 7.81900 6.41452
O: 1.30707 11.77362 6.80071
O: -0.91035 5.12611 4.46272
O: 0.19082 9.39990 2.58389
O: -4.09910 13.68250 1.31285
O: -1.38067 15.82036 4.97928
O: -1.45992 10.46911 5.23197
O: -3.11532 9.86413 2.49669
O: -2.40414 7.63776 6.41051
N: 1.21317 11.31006 2.25538
N: -2.08458 5.44486 6.95521
N: 0.83031 6.46730 7.31596
N: -1.66945 11.79342 7.66672
N: -2.16844 14.32674 6.48962
N: -0.76449 11.24314 1.64898
N: 0.72792 6.22701 3.37680
N: 2.28608 10.65652 5.21246
N: 3.53515 11.82025 6.51233
N: -2.40956 6.76762 8.52760
N: 0.68161 8.55947 7.50171
N: -0.48223 13.74291 5.18958
N: -3.69398 13.02782 3.39648
N: -4.38679 15.11242 3.09862
N: -1.12150 7.17479 3.94420
C: -3.13578 10.28026 8.90963
C: -1.23861 11.64883 9.96991
C: 2.32777 11.41793 6.22300
C: -1.71409 10.85848 8.77553
C: 1.28829 7.62856 6.99057
C: -0.45446 6.10483 3.91806
C: -2.27364 6.73613 7.23016
C: -4.24119 8.80935 10.43675
C: -1.27679 14.74318 5.55159
C: 0.19926 10.57179 2.21705
C: -4.04274 13.98430 2.50568
H: -0.64657 7.97203 3.54550
H: 1.41033 10.50087 4.73399
H: -1.90950 7.26362 4.56972
H: 0.09960 6.25487 7.98007
H: -1.03298 10.03683 8.55400
H: -0.18595 11.92642 9.91560
H: -4.40707 15.17704 4.10635
H: -4.87466 9.60442 10.83005
H: -2.64446 7.69494 8.85163
H: -4.29355 15.95848 2.55494
H: -1.59079 9.52157 5.19625
H: -1.47671 10.91448 10.73941
H: -1.90533 4.71223 7.62694
H: -0.43079 12.13066 1.30105
H: -0.67268 11.93322 7.58295
H: -4.03699 10.10107 2.39371
H: -0.58069 12.92649 5.77598
H: -3.83524 13.27988 4.36427
H: -1.82083 12.53862 10.20945
H: 3.15924 10.32692 4.82637
H: 1.18108 9.43731 7.49579
H: -1.86135 11.24606 6.83987
H: -1.76774 5.21163 6.02499
H: -3.44555 9.89851 7.93679
H: -1.70013 10.87532 1.74588
H: 2.00823 10.83304 2.65591
H: 0.04529 13.66483 4.33184
H: 1.37896 12.16020 1.73588
H: 1.05960 7.10932 3.01400
H: -3.76501 11.09614 9.26531
H: -3.49513 12.10417 3.03953
H: -2.45066 5.96243 9.13595
H: -2.12461 13.42182 6.93605
H: -1.36306 10.73267 4.31688
H: -0.31021 8.45887 7.66378
H: 4.34291 11.52827 5.98093
H: 1.52631 5.66801 3.64176
H: -4.82306 8.11130 9.83488
H: -2.98095 9.14766 1.87633
H: 3.70954 12.46060 7.27367
H: -3.86408 8.41200 11.37909
H: 1.10602 5.68205 6.74372
H: -2.95719 14.92527 6.68893

Forces on atoms 1 to 2 (eV/Å):
-0.058 2.245 0.556
2.919 0.043 -2.112

Its LUMO energy (spin up / spin down) is -2.68 / -8.32 eV. Its charge is +1. The value obtained for the calculated total energy is -2018.49503 Eh. The orbital gap (spin up / spin down) is 0.31340 / 0.10609 Ha. Its spin multiplicity is 2.

Results of the Löwdin charge analysis, in e, for atoms 1 through 2: O -0.248; O 0.335

- Among the records above, which one has the lowest calculated total energy?
  C11H43N15O10